{"formula": "C15H25ClIO3P2Ti", "method": "wB97M-V/def2-TZVPD", "charge": 2, "homo_lumo_gap_ev": [5.24, 5.43], "spin_multiplicity": 2, "s2": 0.7572, "homo_energy_ev": [-14.295, -14.296], "symbols": ["C", "I", "H", "H", "H", "Ti", "P", "C", "C", "H", "H", "H", "H", "H", "H", "C", "H", "H", "H", "P", "C", "C", "H", "H", "H", "C", "H", "H", "H", "H", "H", "H", "C", "O", "Cl", "C", "C", "C", "C", "C", "C", "C", "O", "O", "H", "H", "H", "H"], "xyz": [[0.806, -0.049, -3.044], [2.488, 0.025, -1.721], [0.586, -0.686, -3.992], [0.322, 0.888, -3.235], [0.095, -0.378, -2.293], [-0.640, -0.308, 1.006], [-0.282, 2.228, 0.178], [-1.643, 3.243, 0.881], [1.129, 2.863, 1.181], [1.241, 3.940, 1.000], [0.277, 4.259, -1.088], [2.046, 2.346, 0.881], [0.934, 2.805, -1.893], [-1.581, 3.243, 1.979], [0.948, 2.673, 2.243], [0.064, 3.210, -1.357], [-1.594, 4.285, 0.519], [-0.808, 3.192, -2.027], [-2.614, 2.811, 0.600], [-0.145, -2.566, -0.012], [-1.611, -3.581, 0.321], [0.506, -3.291, -1.557], [1.982, -2.598, 1.168], [1.312, -4.254, 1.015], [0.660, -3.126, 2.243], [1.062, -3.200, 1.221], [1.523, -2.918, -1.759], [0.539, -4.394, -1.468], [-1.397, -4.661, 0.231], [-2.406, -3.320, -0.395], [-0.144, -3.021, -2.403], [-2.003, -3.381, 1.330], [-2.545, -0.096, 0.272], [-3.663, 0.042, -0.062], [-0.768, 1.560, 8.799], [-0.783, 0.957, 7.235], [-0.861, -0.448, 7.060], [-0.882, -0.971, 5.779], [-0.824, -0.108, 4.693], [-0.710, 1.279, 4.837], [-0.717, 1.796, 6.151], [-0.674, -0.691, 3.348], [-1.428, -1.527, 2.763], [0.300, -0.115, 2.661], [-0.906, -1.126, 7.888], [-0.990, -2.040, 5.551], [-0.656, 1.936, 3.974], [-0.644, 2.862, 6.276]], "forces_ev_per_angstrom": [[-2.197, -1.141, -0.395], [-0.141, 0.028, -0.682], [1.620, 0.766, 1.722], [0.831, 1.124, -0.390], [-0.361, -0.768, -0.075], [2.765, -0.053, 0.676], [0.551, 2.011, 0.313], [-0.476, -0.312, 0.152], [0.045, -0.599, 0.106], [-0.115, -0.299, 0.060], [-0.165, -0.538, 0.188], [-0.062, 0.159, 0.088], [-0.242, 0.106, 0.166], [-0.040, 0.009, -0.303], [0.123, 0.054, -0.144], [-0.219, -0.731, -0.638], [0.068, -0.513, 0.148], [0.267, -0.001, 0.143], [0.142, 0.322, 0.051], [0.390, -1.870, 0.384], [-0.759, -0.046, 0.064], [0.087, 0.462, -0.606], [-0.180, -0.253, 0.025], [-0.189, 0.409, -0.043], [0.088, -0.030, -0.393], [0.240, 0.316, 0.273], [-0.416, -0.140, 0.095], [-0.124, 0.580, 0.176], [0.060, 0.500, -0.023], [0.198, -0.191, 0.128], [0.244, -0.158, 0.236], [0.215, -0.086, -0.331], [-8.019, 0.647, -2.149], [6.020, -0.682, 1.673], [0.019, 0.506, 0.947], [-0.059, -1.905, -0.404], [0.029, 0.416, -0.688], [-0.570, -0.123, 0.076], [0.249, -0.237, -0.663], [-0.074, -0.283, 1.435], [0.054, 0.223, -1.933], [-0.349, 0.997, 1.214], [1.174, 1.362, -0.778], [-0.906, -0.597, -1.337], [-0.003, 0.033, 0.464], [0.154, 0.409, 0.525], [0.081, -0.069, 0.228], [-0.048, 0.185, 0.219]]}


{"formula": "C3H6N2O2S", "method": "wB97M-V/def2-TZVPD", "charge": 0, "homo_lumo_gap_ev": 9.49, "homo_energy_ev": -8.938, "relative_energy_kcal_mol": 40.0, "smiles": "[H]/N=C(/N)OC(=S)OC", "symbols": ["H", "N", "C", "N", "O", "C", "S", "O", "C", "H", "H", "H", "H", "H"], "xyz": [[-1.625, -1.739, 1.363], [-0.773, -1.580, 1.920], [0.039, -0.796, 1.357], [1.215, -0.370, 1.912], [-0.068, -0.119, 0.115], [-1.011, -0.255, -0.812], [-2.291, -1.293, -0.854], [-0.807, 0.581, -1.813], [0.293, 1.492, -1.769], [1.960, -0.178, 1.236], [1.454, -0.914, 2.712], [1.223, 0.970, -1.777], [0.157, 2.062, -2.689], [0.234, 2.137, -0.901]], "forces_ev_per_angstrom": [[0.501, 0.163, 0.251], [0.159, 0.485, -0.751], [-1.001, -0.557, 0.204], [0.370, 0.408, -0.921], [0.266, 0.018, 0.257], [-0.694, -0.611, -0.099], [0.410, 0.346, 0.047], [-0.147, -0.219, 0.199], [-0.672, 0.537, -0.484], [-0.429, -0.146, 0.654], [0.337, -0.229, 0.369], [0.672, -0.376, -0.037], [0.256, 0.064, 0.198], [-0.029, 0.118, 0.112]]}